The following is a quantum chemistry calculation of C29H32N4O3S in the gas phase, from the Open Molecules 2025 dataset.

Geometry as XYZ:
```
69
C29H32N4O3S (the ωB97M-V functional and the def2-TZVPD basis)
C -4.244 -4.708 1.600
H -4.108 -4.153 2.535
O -3.487 -4.153 0.554
C -3.746 -2.859 0.187
C -2.980 -2.351 -0.858
C -3.140 -1.053 -1.293
C -4.079 -0.202 -0.703
C -4.869 -0.738 0.316
C -4.703 -2.035 0.764
H -5.337 -2.389 1.561
H -5.646 -0.140 0.768
N -4.303 1.104 -1.140
C -4.550 2.148 -0.160
H -5.434 2.726 -0.456
C -3.320 3.080 -0.048
N -2.136 2.341 -0.436
C -1.534 1.578 0.520
O -1.861 1.651 1.693
C -0.418 0.698 0.084
C -0.399 -0.617 0.536
C 0.629 -1.467 0.186
C 1.689 -1.008 -0.594
C 1.699 0.338 -0.992
C 0.650 1.176 -0.672
H 0.684 2.213 -0.974
N 2.826 0.820 -1.666
C 3.913 0.090 -1.986
O 4.938 0.595 -2.396
C 3.736 -1.430 -1.902
N 2.729 -1.809 -0.951
H 2.757 -2.753 -0.603
H 3.446 -1.740 -2.928
C 5.075 -2.109 -1.591
H 5.090 -3.127 -1.981
H 5.885 -1.536 -2.043
S 5.408 -2.302 0.186
C 5.802 -0.593 0.696
C 4.619 0.216 1.129
C 3.618 -0.336 1.919
C 2.562 0.436 2.361
C 2.475 1.783 2.031
C 3.472 2.328 1.232
C 4.531 1.558 0.785
H 5.296 2.001 0.163
H 3.425 3.374 0.960
C 1.354 2.625 2.554
H 1.266 3.553 1.992
H 1.539 2.878 3.598
H 0.407 2.092 2.506
H 1.790 -0.009 2.972
H 3.675 -1.382 2.186
H 6.329 -0.120 -0.132
H 6.495 -0.719 1.532
H 2.914 1.824 -1.759
H 0.631 -2.491 0.526
H -1.212 -0.970 1.151
C -2.128 2.037 -1.849
H -1.416 1.235 -2.039
C -3.564 1.619 -2.265
H -4.114 2.490 -2.635
H -3.539 0.878 -3.065
H -1.815 2.925 -2.411
H -3.192 3.418 0.981
H -3.409 3.947 -0.707
H -4.734 1.695 0.811
H -2.510 -0.716 -2.100
H -2.244 -2.992 -1.317
H -5.310 -4.744 1.351
H -3.872 -5.723 1.728
```

Values from the calculation:
Strongest force on any atom (eV Å⁻¹): 0.5
DFT total energy (Eh): -1967.260309
ΔE to the lowest compared entry with this formula, charge and spin (eV): 0.124
SMILES: COc1ccc(N2CCN(C(=O)c3ccc4c(c3)NC(=O)[C@@H](CSCc3ccc(C)cc3)N4)CC2)cc1
HOMO-LUMO gap (eV): 7.92